No. 1
{
  "formula": "C3H8NO2S2",
  "method": "ωB97M-V with the def2-TZVPD basis set",
  "max_force_ev_per_a": 2.10,
  "total_charge": 1,
  "e_above_lowest_kj_mol": 28.8,
  "e_homo_ha": -0.4702,
  "energy_ev": -30489.838,
  "symbols": ["N", "C", "C", "O", "O", "C", "S", "S", "H", "H", "H", "H", "H", "H", "H", "H"],
  "coordinates": [[0.69770, -1.45195, 0.51807], [0.14913, -0.07565, 0.69106], [-1.18933, -0.21789, 1.38562], [-1.65537, 0.95013, 1.79117], [-1.68038, -1.30398, 1.52566], [0.06573, 0.63940, -0.65046], [1.63473, 0.53756, -1.52664], [1.36673, 0.90266, -3.42846], [0.56240, -2.08647, 1.30893], [1.69200, -1.42166, 0.29063], [0.11993, -1.96534, -0.14898], [0.82008, 0.47455, 1.33971], [-2.59767, 0.90386, 2.02248], [-0.76631, 0.25077, -1.22560], [-0.26437, 1.65103, -0.40682], [1.04499, 2.21300, -3.48635]],
  "nbo_charge": [-0.675, -0.163, 0.782, -0.648, -0.565, -0.580, 0.082, -0.042, 0.462, 0.461, 0.456, 0.257, 0.529, 0.240, 0.262, 0.144]
}


No. 2
{
  "formula": "C17H17ClIMnNO",
  "method": "ωB97M-V with the def2-TZVPD basis set",
  "max_force_ev_per_a": 2.52,
  "total_charge": 0,
  "multiplicity": 6,
  "e_above_lowest_kj_mol": 95.1,
  "e_homo_ha": [-0.1825, -0.2734],
  "energy_ev": -73381.377,
  "symbols": ["C", "C", "C", "H", "C", "H", "H", "H", "C", "H", "H", "C", "H", "H", "C", "H", "H", "C", "H", "H", "Mn", "H", "Cl", "C", "C", "C", "I", "C", "O", "C", "N", "C", "C", "C", "C", "H", "H", "H", "H"],
  "coordinates": [[-1.50688, -1.32526, -1.96173], [1.20746, -0.14897, -2.40155], [-1.55430, 0.19493, -1.92795], [-2.55990, -1.59827, -2.15643], [1.02048, 1.26069, -2.39191], [2.20231, -0.51105, -2.08360], [-2.46656, 0.54644, -1.41606], [1.85742, 1.89873, -2.08364], [-1.33001, 1.02632, -3.19910], [-2.21646, 1.66787, -3.33346], [-1.29835, 0.33548, -4.04438], [-0.60881, -1.98999, -3.02600], [-1.18378, -2.29182, -3.92709], [-0.19555, -2.95027, -2.64554], [0.58603, -1.09630, -3.45576], [0.32553, -0.49600, -4.34310], [1.38557, -1.76973, -3.82232], [-0.07763, 1.93866, -3.16717], [0.26174, 2.23495, -4.18305], [-0.32357, 2.90945, -2.69284], [-0.02368, 0.48458, -0.71747], [-1.29140, -1.88892, -1.04203], [1.48224, 0.47216, 6.57447], [1.30830, 0.66355, 4.86757], [2.09521, 1.63902, 4.24889], [2.03278, 1.84689, 2.86950], [3.18903, 3.35885, 2.02671], [1.16103, 1.05985, 2.01069], [1.11929, 1.20196, 0.74003], [0.29995, 0.07692, 2.66187], [-0.58071, -0.63652, 1.93084], [-1.35465, -1.53112, 2.54387], [-1.31629, -1.79412, 3.92206], [-0.43072, -1.08165, 4.71051], [0.40526, -0.12543, 4.09767], [2.76907, 2.27333, 4.81813], [-2.04236, -2.06513, 1.89401], [-1.97674, -2.53610, 4.32742], [-0.37036, -1.25399, 5.77796]],
  "lowdin_spin": [-0.010, -0.138, -0.187, -0.008, -0.153, -0.004, -0.004, -0.006, -0.013, -0.002, -0.002, -0.005, -0.001, 0.000, -0.018, -0.001, -0.003, -0.022, -0.008, -0.001, 3.582, -0.002, 0.086, 0.311, 0.068, 0.237, 0.044, 0.280, 0.253, 0.072, 0.187, 0.140, 0.096, 0.200, 0.012, 0.000, 0.006, 0.003, 0.013]
}


No. 3
{
  "formula": "C5H11NO",
  "method": "ωB97M-V with the def2-TZVPD basis set",
  "max_force_ev_per_a": 1.78,
  "total_charge": 0,
  "e_above_lowest_kj_mol": 334.3,
  "e_homo_ha": -0.3531,
  "energy_ev": -8898.232,
  "symbols": ["C", "N", "C", "O", "C", "C", "C", "H", "H", "H", "H", "H", "H", "H", "H", "H", "H", "H"],
  "coordinates": [[2.97510, 0.58103, -0.20273], [1.23572, 0.25579, -0.92667], [0.39957, -0.09965, 0.13024], [0.71669, -0.34609, 1.28267], [-1.08733, -0.08972, -0.30986], [-1.67870, -1.47883, -0.05150], [-1.81439, 0.99693, 0.48984], [3.31486, 1.38462, -0.84767], [3.74515, -0.22229, -0.15603], [2.66902, 0.84231, 0.79506], [2.16521, -0.28527, -0.94928], [-1.17129, 0.14069, -1.37927], [-1.56378, -1.74112, 1.00460], [-1.17270, -2.24322, -0.65185], [-2.74472, -1.50108, -0.30623], [-2.88497, 1.00491, 0.25376], [-1.69248, 0.81088, 1.56134], [-1.41095, 1.99011, 0.26357]],
  "nbo_charge": [-0.482, -0.634, 0.658, -0.628, -0.296, -0.600, -0.600, 0.225, 0.223, 0.252, 0.382, 0.218, 0.221, 0.210, 0.209, 0.209, 0.220, 0.212]
}


No. 4
{
  "formula": "C22H26N2O2SSe3Si2TeZr",
  "method": "ωB97M-V with the def2-TZVPD basis set",
  "max_force_ev_per_a": 2.60,
  "total_charge": -2,
  "e_above_lowest_kj_mol": 198.8,
  "e_homo_ha": -0.0374,
  "energy_ev": -261519.943,
  "symbols": ["Zr", "Se", "Se", "Te", "Se", "C", "Si", "C", "C", "C", "C", "C", "C", "C", "Si", "C", "C", "H", "H", "H", "H", "H", "H", "H", "H", "H", "H", "H", "H", "H", "H", "H", "H", "O", "C", "O", "C", "C", "C", "C", "C", "C", "S", "H", "H", "H", "H", "N", "C", "C", "C", "N", "C", "C", "H", "H", "H", "H", "H", "H"],
  "coordinates": [[-1.17656, -1.20557, -1.20061], [-3.62425, -1.93819, -2.29756], [-5.79285, -1.89829, -1.46730], [-2.84213, -6.03381, -1.06108], [-2.44401, -3.52515, -0.94697], [-2.43765, -1.86305, 2.65860], [-2.16021, -0.49419, 1.36364], [-3.86811, 0.29339, 1.15213], [-1.35923, 0.93581, 2.42559], [-1.75190, 1.01220, 3.77455], [-1.38916, 2.04995, 4.61596], [-0.59923, 3.08376, 4.13188], [-0.17913, 3.03129, 2.81426], [-0.53080, 1.97596, 1.95197], [0.26952, 2.23196, 0.27738], [-0.40279, 3.76006, -0.56128], [2.10179, 2.43990, 0.60226], [-3.23140, -1.61132, 3.37051], [-1.52885, -2.08602, 3.22888], [-2.74302, -2.77414, 2.13772], [-4.27658, 0.57175, 2.13195], [-4.56461, -0.38845, 0.65602], [-3.80739, 1.19202, 0.53122], [-2.38675, 0.22933, 4.17515], [-1.73140, 2.05789, 5.64588], [-0.31781, 3.91529, 4.76840], [0.44412, 3.84457, 2.44872], [0.26307, 4.61568, -0.41795], [-1.39151, 4.02630, -0.18474], [-0.49178, 3.56972, -1.63469], [2.32017, 3.25482, 1.29589], [2.61911, 2.64346, -0.34012], [2.50800, 1.51960, 1.03012], [0.24130, 0.96363, -0.80137], [-0.35378, 0.68283, -2.05629], [-1.71094, 0.53267, -2.03289], [0.51780, 0.64164, -3.21696], [1.51268, 1.60393, -3.42750], [2.26541, 1.62882, -4.59485], [2.01717, 0.68137, -5.58449], [1.09715, -0.33161, -5.34923], [0.38812, -0.41873, -4.14783], [-0.43657, -1.89948, -3.67298], [1.66717, 2.36818, -2.67176], [3.02067, 2.39361, -4.73794], [2.56936, 0.70562, -6.51765], [0.97214, -1.13390, -6.06782], [4.24766, -3.33289, 1.67217], [3.09424, -2.98498, 0.98304], [1.87616, -3.59610, 1.26227], [0.75672, -3.21139, 0.55087], [0.78883, -2.27230, -0.39761], [1.94856, -1.65975, -0.64087], [3.11851, -1.98191, 0.01659], [4.23965, -4.25165, 2.08470], [5.10705, -3.14427, 1.18213], [1.78815, -4.36765, 2.01609], [-0.19921, -3.68803, 0.72737], [1.93571, -0.90099, -1.41440], [4.03363, -1.46323, -0.23919]],
  "nbo_charge": [1.304, 0.083, -0.635, -0.520, -0.203, -1.098, 0.830, -1.089, -0.331, -0.214, -0.224, -0.272, -0.149, -0.533, 1.951, -1.160, -1.140, 0.204, 0.208, 0.247, 0.196, 0.267, 0.224, 0.204, 0.191, 0.190, 0.180, 0.222, 0.245, 0.254, 0.220, 0.228, 0.236, -0.909, 0.177, -0.776, -0.126, -0.226, -0.267, -0.274, -0.187, -0.150, -0.275, 0.193, 0.188, 0.187, 0.199, -0.793, 0.213, -0.311, 0.110, -0.540, 0.111, -0.314, 0.376, 0.375, 0.215, 0.239, 0.238, 0.212]
}


No. 5
{
  "formula": "C2H2F3NOS",
  "method": "ωB97M-V with the def2-TZVPD basis set",
  "max_force_ev_per_a": 4.73,
  "total_charge": 0,
  "e_above_lowest_kj_mol": 84.1,
  "e_homo_ha": -0.3800,
  "energy_ev": -24630.774,
  "symbols": ["C", "C", "N", "O", "F", "F", "F", "S", "H", "H"],
  "coordinates": [[-0.89113, 0.73095, 0.43444], [3.07886, 0.13479, -0.33658], [-1.07109, 1.69650, 1.16071], [-0.78301, -0.23299, -0.16109], [2.91481, -0.79925, -1.33642], [2.70116, -0.54189, 0.69544], [-3.62178, -2.39491, -0.55853], [3.50066, 1.62934, -0.48453], [-1.40903, 2.66959, 1.07971], [-4.41944, -2.89212, -0.49316]],
  "nbo_charge": [0.868, 0.564, -0.821, -0.489, -0.322, -0.278, -0.557, 0.036, 0.441, 0.558]
}


No. 6
{
  "formula": "C8H13N2O2S",
  "method": "ωB97M-V with the def2-TZVPD basis set",
  "max_force_ev_per_a": 5.14,
  "total_charge": 1,
  "e_above_lowest_kj_mol": 205.0,
  "e_homo_ha": -0.4916,
  "energy_ev": -26407.953,
  "symbols": ["C", "C", "C", "C", "C", "C", "C", "C", "N", "N", "O", "O", "S", "H", "H", "H", "H", "H", "H", "H", "H", "H", "H", "H", "H", "H"],
  "coordinates": [[-0.49965, -2.00809, 0.01881], [1.48769, 0.02964, 0.52007], [0.32940, -2.48398, 1.14386], [0.26265, -1.41396, 2.10982], [-0.99970, -0.54005, 0.37595], [0.17642, -0.13591, 1.25462], [-0.32833, 1.28552, -1.41675], [-0.48846, 2.59560, -0.74692], [1.32989, 0.37995, -0.84942], [-1.13086, 0.10796, -0.96955], [-0.66549, -2.38169, -1.08414], [2.56610, -0.11270, 1.04009], [-0.12837, 1.24754, -3.12589], [0.24610, -3.63468, 1.38313], [1.39086, -2.35347, 0.55133], [-0.57201, -1.44241, 2.81048], [1.09896, -1.37048, 2.78199], [-1.93447, -0.34169, 0.96967], [-0.06500, 0.76259, 1.81144], [0.53959, 3.01206, -0.47818], [-0.91863, 2.45726, 0.17862], [-1.12443, 3.31001, -1.20081], [2.22692, 0.90336, -1.22340], [-0.92033, -0.72493, -1.58489], [-2.08740, 0.36015, -1.17165], [0.20857, 2.49237, -3.09828]],
  "nbo_charge": [0.630, 0.650, -0.536, -0.415, -0.175, -0.341, 0.206, -0.717, -0.737, -0.588, -0.511, -0.540, 0.191, 0.307, 0.288, 0.230, 0.271, 0.271, 0.259, 0.284, 0.237, 0.264, 0.417, 0.472, 0.437, 0.145]
}